A structure of composition C44H49NP2PtSbSe at a distorted geometry. Source: OMol25; level of theory: ωB97M-V/def2-TZVPD.

XYZ file:
```
99
Properties=species:S:1:pos:R:3
Pt 1.126 -0.869 -0.750
C 1.538 2.105 0.765
N 0.785 1.759 1.927
C 1.112 0.534 2.609
P 1.257 -1.068 1.610
C 0.073 -2.257 2.294
C -0.295 -2.301 3.635
C -1.060 -3.360 4.091
C -1.443 -4.374 3.228
C -1.067 -4.338 1.893
C -0.310 -3.280 1.429
C 2.803 -1.822 2.205
C 3.357 -1.559 3.456
C 4.505 -2.218 3.860
C 5.119 -3.133 3.021
C 4.554 -3.426 1.790
C 3.387 -2.797 1.397
C 0.069 2.739 2.597
C -0.053 2.721 3.999
C -0.723 3.726 4.659
C -1.305 4.774 3.954
C -1.184 4.808 2.569
C -0.506 3.816 1.895
P 0.865 1.479 -0.891
C 1.957 2.225 -2.115
C 1.571 2.062 -3.451
C 2.322 2.627 -4.461
C 3.482 3.325 -4.151
C 3.890 3.454 -2.832
C 3.139 2.897 -1.810
C -0.767 2.224 -1.120
C -0.969 3.278 -2.009
C -2.249 3.756 -2.225
C -3.326 3.186 -1.561
C -3.122 2.163 -0.642
C -1.847 1.678 -0.424
H 2.535 1.651 0.828
H 1.641 3.192 0.691
H 0.341 0.342 3.359
H 2.088 0.638 3.107
H 0.018 -1.536 4.330
H -1.354 -3.397 5.129
H -2.041 -5.192 3.595
H -1.363 -5.132 1.226
H 0.001 -3.236 0.385
H 2.887 -0.875 4.145
H 4.919 -2.016 4.837
H 6.024 -3.629 3.335
H 5.035 -4.140 1.138
H 2.912 -3.078 0.460
H 0.438 1.967 4.590
H -0.766 3.711 5.737
H -1.820 5.563 4.477
H -1.618 5.620 2.008
H -0.447 3.864 0.820
H 0.671 1.504 -3.679
H 2.007 2.519 -5.487
H 4.071 3.762 -4.941
H 4.794 3.990 -2.593
H 3.477 3.005 -0.791
H -0.133 3.721 -2.525
H -2.401 4.571 -2.916
H -4.323 3.544 -1.761
H -3.959 1.745 -0.104
H -1.668 0.880 0.289
C 4.937 -0.931 -1.117
Sb 3.235 -1.601 -2.225
C 3.832 -3.624 -2.640
C 3.708 -0.612 -4.070
H 5.812 -1.351 -1.600
H 4.907 -1.263 -0.086
H 4.993 0.151 -1.156
H 4.715 -3.548 -3.266
H 3.061 -4.166 -3.176
H 4.092 -4.147 -1.725
H 4.557 -1.147 -4.483
H 3.991 0.419 -3.880
H 2.886 -0.647 -4.778
C -7.825 -1.104 -1.084
C -6.351 -1.123 -1.171
C -5.676 -0.882 -2.377
C -4.305 -0.973 -2.476
C -3.619 -0.711 -3.774
C -3.555 -1.320 -1.322
Se -1.733 -1.686 -1.518
C -4.204 -1.486 -0.073
C -3.447 -1.804 1.177
C -5.578 -1.389 -0.029
H -8.293 -0.767 -2.005
H -8.163 -0.482 -0.254
H -8.190 -2.111 -0.866
H -6.249 -0.626 -3.257
H -4.323 -0.361 -4.523
H -3.154 -1.624 -4.149
H -2.845 0.047 -3.644
H -2.404 -1.490 1.110
H -3.466 -2.879 1.362
H -3.911 -1.319 2.034
H -6.083 -1.537 0.916
```

Results
Frontier orbital gap (spin up / spin down) in eV: 2.60 / 4.60
Maximum force in eV Å⁻¹: 2.42
LUMO level (spin up / spin down) in eV: -11.5 / -10.8
HOMO level (spin up / spin down) in eV: -14.1 / -15.3
Total charge: +3